1.
{
  "formula": "C34H41ClHfN4O3PS2Se",
  "method": "the ωB97M-V functional and the def2-TZVPD basis",
  "total_charge": 3,
  "homo_energy_ha": -0.576,
  "elements": ["Hf", "O", "N", "C", "C", "C", "C", "C", "S", "H", "H", "H", "H", "Cl", "C", "C", "C", "C", "C", "C", "P", "C", "C", "C", "C", "C", "C", "C", "C", "C", "C", "C", "C", "H", "H", "H", "H", "H", "H", "H", "H", "H", "H", "H", "H", "H", "H", "C", "S", "C", "O", "H", "H", "H", "H", "H", "H", "C", "N", "C", "C", "C", "O", "H", "H", "H", "H", "H", "H", "H", "H", "H", "C", "N", "C", "C", "N", "C", "C", "Se", "H", "H", "H", "H", "H", "H", "H", "H"],
  "xyz": [[0.286234, 0.468918, 0.798047], [1.791009, 1.743463, 1.333219], [2.041173, 2.261937, 2.553076], [2.837322, 3.355103, 2.631949], [3.114588, 3.893915, 3.854244], [2.571168, 3.299478, 4.995284], [1.754088, 2.193029, 4.881000], [1.469386, 1.666855, 3.624506], [0.407508, 0.331725, 3.337034], [3.215491, 3.718368, 1.688950], [3.752095, 4.764560, 3.917918], [2.788449, 3.709148, 5.974146], [1.317166, 1.721640, 5.749102], [3.467348, -0.896484, 1.916296], [3.303619, -2.601379, 1.610255], [4.084833, -3.469813, 2.354219], [4.057319, -4.822106, 2.058390], [3.275314, -5.288593, 1.010340], [2.488737, -4.410682, 0.284536], [2.461223, -3.047195, 0.591671], [1.501057, -1.845116, -0.377792], [2.673995, -1.241078, -1.625016], [3.109680, -2.069593, -2.659398], [4.051015, -1.612041, -3.569554], [4.580242, -0.333464, -3.444248], [4.176625, 0.486224, -2.399589], [3.226651, 0.035307, -1.492536], [0.235798, -2.802541, -1.259507], [-0.097201, -2.501455, -2.582066], [-1.103945, -3.202772, -3.232336], [-1.788577, -4.214959, -2.571342], [-1.479114, -4.504761, -1.248139], [-0.486683, -3.790681, -0.588302], [4.723616, -3.081996, 3.137957], [4.668627, -5.507553, 2.632993], [3.282829, -6.339439, 0.751148], [1.901405, -4.794907, -0.538146], [2.720878, -3.076779, -2.754925], [4.384965, -2.261453, -4.369971], [5.327111, 0.013719, -4.148559], [4.623994, 1.467015, -2.276066], [2.960911, 0.668043, -0.657190], [0.459689, -1.748938, -3.127486], [-1.335548, -2.977584, -4.267490], [-2.555249, -4.781162, -3.088621], [-2.003170, -5.300505, -0.728120], [-0.265066, -4.023882, 0.447051], [-1.039449, 1.345792, -3.555737], [0.525901, 1.053412, -2.757163], [1.136023, 2.727347, -2.702435], [0.105954, 0.755433, -1.297820], [-1.583499, 2.137295, -3.036323], [-1.589306, 0.403806, -3.543138], [-0.830444, 1.629521, -4.590648], [1.302944, 3.055132, -3.732807], [2.087821, 2.705621, -2.172536], [0.412528, 3.362481, -2.192869], [-3.141427, -2.593274, 0.625513], [-3.374602, -1.608321, 1.687333], [-4.522050, -1.870912, 2.582458], [-2.605444, -0.567309, 1.858310], [-2.941720, 0.415201, 2.927996], [-1.569424, -0.400638, 1.098138], [-4.065361, -2.725966, 0.064111], [-2.863134, -3.548416, 1.068777], [-2.355654, -2.263830, -0.032995], [-4.982113, -2.806354, 2.282832], [-5.267167, -1.081890, 2.509688], [-4.194255, -1.962900, 3.616151], [-3.987495, 0.713911, 2.847298], [-2.306965, 1.288670, 2.846000], [-2.811995, -0.033258, 3.915448], [-3.403733, 1.329871, -0.839658], [-3.283759, 2.782049, -0.868792], [-4.177879, 3.624826, -1.516624], [-3.794101, 4.883623, -1.242379], [-2.674626, 4.800631, -0.433113], [-1.961480, 5.956592, 0.123210], [-2.375817, 3.510197, -0.196640], [-0.952539, 3.018585, 0.931082], [-3.996111, 1.011938, -1.693085], [-3.906060, 1.012481, 0.072870], [-2.424373, 0.872776, -0.891172], [-4.994569, 3.245343, -2.110575], [-4.208333, 5.830987, -1.551969], [-2.360696, 6.857574, -0.331571], [-0.901106, 5.881367, -0.093735], [-2.103061, 6.001086, 1.199618]],
  "atomic_forces_ev_per_a": [[-0.471, 0.315, -0.194], [-0.163, -0.010, -0.139], [0.084, 0.030, -0.023], [-0.050, -0.267, -0.159], [0.054, 0.064, 0.071], [-0.054, -0.064, 0.094], [0.104, 0.135, 0.047], [0.042, -0.131, -0.167], [-0.107, -0.045, -0.001], [-0.016, 0.005, -0.003], [-0.020, -0.037, -0.003], [-0.012, -0.025, -0.048], [-0.005, -0.006, -0.004], [0.000, 0.085, 0.023], [0.045, -0.126, 0.023], [0.004, 0.124, 0.005], [0.013, -0.077, -0.012], [0.016, -0.047, 0.008], [-0.050, 0.015, -0.020], [0.062, 0.008, 0.005], [0.162, 0.142, 0.303], [0.072, 0.086, 0.011], [-0.028, 0.013, 0.008], [0.000, -0.043, -0.030], [0.047, 0.000, -0.046], [-0.001, 0.061, 0.063], [0.096, -0.194, -0.158], [-0.132, 0.064, 0.016], [-0.029, -0.044, -0.040], [-0.003, 0.051, -0.021], [-0.039, -0.031, 0.054], [0.072, -0.072, -0.045], [0.081, -0.112, -0.119], [-0.043, -0.023, -0.045], [-0.040, 0.040, -0.041], [-0.004, 0.038, 0.016], [-0.045, 0.010, 0.011], [-0.006, 0.014, -0.010], [-0.022, 0.038, 0.047], [-0.049, -0.022, 0.041], [-0.030, -0.070, -0.014], [-0.045, 0.090, 0.154], [0.028, -0.035, 0.002], [0.023, -0.029, 0.066], [0.074, 0.038, 0.042], [0.041, 0.067, -0.062], [0.045, -0.015, -0.017], [-0.044, 0.006, -0.055], [-0.061, 0.122, -0.151], [0.100, 0.003, -0.027], [0.081, -0.042, 0.302], [0.053, -0.063, -0.046], [0.025, 0.052, -0.008], [-0.024, -0.020, 0.079], [-0.025, -0.060, 0.095], [-0.048, 0.021, -0.020], [0.007, -0.020, 0.008], [-0.231, 0.036, 0.199], [-0.134, -0.087, -0.044], [0.086, 0.021, -0.043], [0.032, -0.183, 0.146], [-0.044, 0.085, -0.029], [0.311, -0.112, 0.037], [-0.012, 0.004, 0.005], [-0.018, 0.040, 0.053], [0.081, 0.141, -0.072], [0.040, -0.025, -0.048], [0.004, 0.039, -0.041], [0.044, 0.020, -0.020], [-0.013, 0.006, 0.017], [0.031, 0.041, 0.010], [0.033, -0.019, -0.029], [-0.138, 0.168, 0.012], [-0.119, -0.311, -0.055], [0.039, -0.237, -0.015], [0.146, 0.197, 0.068], [0.023, 0.181, 0.068], [-0.094, -0.058, -0.029], [-0.022, 0.170, -0.080], [0.006, -0.008, -0.040], [-0.031, 0.024, -0.034], [-0.034, 0.026, 0.022], [0.124, -0.010, -0.022], [0.081, 0.037, 0.075], [0.054, -0.106, 0.054], [-0.036, -0.016, -0.024], [0.063, -0.048, -0.050], [-0.037, -0.027, 0.042]],
  "mulliken_charge": [0.5168, 0.0674, -0.0244, -0.2797, -0.8122, -0.2621, -0.8155, 0.6916, -0.5141, 0.5124, 0.4720, 0.4399, 0.5041, -0.1330, 0.6791, -0.7131, -0.5733, -0.9053, -0.3333, 0.3866, 0.9685, 0.5441, -0.2693, -0.8660, -0.6915, -0.6922, -0.5968, 1.2202, -0.9022, -1.1050, -0.7529, -0.7317, -1.3497, 0.5084, 0.4295, 0.4493, 0.4348, 0.4612, 0.4753, 0.4562, 0.5338, 0.6360, 0.6258, 0.5409, 0.4711, 0.5962, 0.5899, -1.0163, 0.7619, -0.8562, 0.2430, 0.1721, 0.3140, 0.5467, 0.5308, 0.2532, 0.1941, -0.8518, 0.3528, -1.0293, 0.4217, -1.6768, 0.3254, 0.4650, 0.5417, -0.1168, 0.4440, 0.3476, 0.3379, 0.4846, 0.1738, 0.4867, -0.8687, 0.3026, -0.4463, -0.5128, 0.1752, -0.8640, -0.1123, -0.2037, 0.4272, 0.3498, 0.0107, 0.5108, 0.4832, 0.3135, 0.3366, 0.3607]
}

---

2.
{
  "formula": "C34H41ClN4P2V",
  "method": "the ωB97M-V functional and the def2-TZVPD basis",
  "multiplicity": 4,
  "s2": 3.7935,
  "homo_energy_ha": [-0.254, -0.259],
  "elements": ["V", "C", "C", "C", "C", "C", "C", "C", "C", "C", "H", "H", "H", "H", "H", "H", "H", "H", "H", "H", "H", "H", "H", "H", "H", "P", "P", "N", "N", "N", "N", "C", "C", "C", "C", "C", "C", "C", "C", "C", "C", "C", "C", "C", "C", "C", "C", "C", "C", "H", "H", "H", "H", "H", "H", "H", "H", "H", "H", "H", "H", "H", "H", "H", "H", "H", "H", "H", "H", "Cl", "C", "C", "C", "C", "C", "C", "C", "H", "H", "H", "H", "H", "H"],
  "xyz": [[0.317759, -0.201942, -0.521065], [1.079899, -1.523056, 1.263948], [1.669437, -1.846691, 0.023633], [1.236597, -2.848553, -1.002824], [0.119513, -2.413731, -1.993692], [-1.051773, -1.685009, -1.406652], [-1.412101, -1.640468, -0.053378], [-1.107526, -2.708789, 0.932205], [-0.029041, -2.237118, 1.935616], [-1.340862, 1.150123, -0.684280], [1.683446, -0.926995, 1.952157], [2.679742, -1.436119, -0.153476], [0.984700, -3.821783, -0.554906], [2.133631, -3.059871, -1.614131], [0.579766, -1.796578, -2.791528], [-0.233284, -3.314967, -2.524207], [-1.720640, -1.220413, -2.144399], [-2.126286, -0.881758, 0.297182], [-0.788218, -3.639865, 0.439950], [-2.028678, -2.950928, 1.493965], [-0.506522, -1.585199, 2.687337], [0.363433, -3.087382, 2.519387], [-1.411590, 1.860862, 0.155601], [-2.305375, 0.706031, -0.983165], [-0.802387, 1.601733, -1.551687], [-0.239124, -5.956738, -5.841673], [2.709759, -5.889684, -4.695430], [-1.763543, -6.628853, -5.305493], [-0.680910, -6.155620, -7.609858], [2.748158, -6.823227, -3.216194], [4.449057, -6.088608, -5.059587], [0.692811, -7.560872, -5.772116], [2.208617, -7.323136, -5.791520], [-2.434241, -6.110348, -4.187128], [-3.508077, -6.925210, -3.896212], [-3.514581, -7.994028, -4.848852], [-2.426087, -7.798152, -5.687524], [-0.708318, -5.045039, -8.458038], [-0.958759, -5.469805, -9.758183], [-1.078110, -6.892857, -9.724794], [-0.895440, -7.282251, -8.402510], [2.322274, -6.223376, -2.023122], [2.294257, -7.186887, -1.026269], [2.697808, -8.420286, -1.617405], [2.957458, -8.176800, -2.952998], [5.314276, -7.165253, -4.843481], [6.514943, -6.921800, -5.497353], [6.376156, -5.667976, -6.180064], [5.104307, -5.193261, -5.918886], [0.450053, -8.220463, -6.614377], [0.388559, -8.096961, -4.861820], [2.734672, -8.254726, -5.529468], [2.554833, -7.064517, -6.807792], [-2.050925, -5.213866, -3.712988], [-4.227086, -6.784695, -3.094734], [-4.228184, -8.805070, -4.927408], [-2.074427, -8.408578, -6.501812], [-0.539799, -4.060084, -8.050276], [-1.046487, -4.841936, -10.633247], [-1.267522, -7.563937, -10.553891], [-0.893796, -8.285231, -7.998095], [2.077525, -5.171720, -2.022531], [2.021013, -7.022573, 0.006800], [2.793394, -9.385584, -1.125527], [3.275898, -8.866107, -3.731122], [5.008588, -8.020373, -4.264106], [7.384969, -7.564355, -5.477908], [7.130767, -5.184952, -6.787538], [4.579016, -4.317533, -6.273425], [-0.296088, 0.844970, 3.745245], [-0.299537, 2.357603, 2.937859], [-0.883266, 3.445606, 3.582211], [-0.917954, 4.694941, 2.930932], [-0.356882, 4.832840, 1.657364], [0.248199, 3.743819, 1.025809], [0.316956, 2.485749, 1.660506], [0.995582, 1.350093, 1.026782], [-1.307551, 3.319515, 4.570301], [-1.377852, 5.539988, 3.430934], [-0.387619, 5.794662, 1.147243], [0.709922, 3.858982, 0.043398], [1.498113, 1.594982, 0.065432], [1.704249, 0.883970, 1.718557]],
  "atomic_forces_ev_per_a": [[-1.096, 2.559, 2.240], [1.878, -0.685, -1.291], [0.630, 0.484, 1.590], [0.260, -0.942, -0.555], [0.194, -0.908, -0.047], [-1.280, 0.135, 1.331], [-0.463, -0.384, -1.804], [0.697, -0.679, 0.913], [-1.188, -0.305, 0.318], [0.874, -0.114, -0.363], [-0.171, -0.227, -0.427], [-0.506, -0.145, 0.235], [-0.071, 0.336, 0.001], [-0.390, 0.093, 0.161], [-0.224, -0.019, 0.256], [0.122, 0.162, -0.034], [0.516, 0.389, 0.422], [0.096, -0.600, -0.526], [-0.178, 0.366, 0.129], [0.312, 0.121, -0.322], [0.266, -0.103, -0.427], [0.039, 0.134, -0.246], [-0.276, -0.267, -0.723], [0.330, 0.494, -0.053], [-0.713, 0.464, 0.066], [-2.159, -2.382, -2.451], [2.310, -2.546, 0.034], [-0.544, 0.120, 1.159], [0.815, 1.019, -0.071], [-0.904, 0.400, 0.827], [0.349, 0.586, -0.779], [0.621, -0.152, 0.234], [-0.211, 0.279, -0.305], [-0.115, -0.623, -0.443], [0.272, 0.202, -0.120], [1.024, 0.540, -0.435], [-0.478, 0.245, 0.817], [-0.211, -0.895, -0.585], [0.133, 0.053, 0.907], [0.222, 0.173, 1.239], [0.084, 0.404, -0.638], [0.241, -1.116, 0.160], [0.044, 0.671, -0.686], [0.134, 0.204, -0.697], [-0.218, 0.043, 0.392], [0.390, 0.587, -0.501], [-1.139, 0.356, 0.262], [-0.591, -0.123, 0.243], [0.324, -0.709, 0.487], [-0.139, 0.318, 0.332], [0.118, 0.302, -0.026], [-0.050, 0.555, -0.031], [-0.184, 0.058, 0.282], [-0.216, -0.148, -0.062], [0.240, 0.046, -0.206], [0.152, 0.162, 0.048], [-0.158, 0.167, 0.141], [-0.054, -0.020, -0.085], [0.027, -0.003, 0.150], [0.014, 0.156, 0.171], [0.005, 0.287, -0.185], [0.053, -0.157, 0.087], [0.019, -0.004, -0.140], [-0.032, 0.330, -0.162], [-0.198, 0.252, 0.412], [0.183, 0.233, 0.049], [-0.150, 0.088, -0.010], [-0.190, -0.034, 0.078], [0.173, 0.019, 0.098], [0.081, -0.559, 0.296], [0.303, 1.305, -0.882], [0.163, 0.472, -0.824], [0.204, -0.652, 0.037], [-0.071, -0.258, 0.062], [-0.227, -0.026, 0.694], [-0.127, 0.104, -0.042], [-0.093, -1.228, -0.465], [-0.010, 0.006, -0.059], [0.047, -0.054, -0.076], [-0.009, -0.178, 0.149], [-0.158, -0.034, 0.284], [0.307, 0.532, 0.272], [-0.074, 0.264, -0.281]],
  "mulliken_charge": [0.2969, -0.3031, -0.5115, -0.4237, -0.1903, -0.1305, -0.3737, -0.9607, -0.7994, -1.5359, 0.6642, 0.5024, 0.2531, 0.4154, 0.3710, -0.1887, 0.4286, 0.4129, 0.2688, 0.4981, 0.0944, 0.4086, 0.3016, 0.5588, 0.3357, -0.0007, -0.1542, 0.3510, 0.2844, 0.4453, 0.2852, -0.5834, -1.1288, -0.3309, -0.6095, -0.6191, -0.1095, -0.4688, -0.6142, -0.7859, -0.0450, -0.0640, -0.4272, -1.0598, -0.0303, -0.0543, -0.6270, -0.5252, -0.4668, 0.3827, 0.5049, 0.4178, 0.5384, 0.2780, 0.4035, 0.4293, 0.2072, 0.3981, 0.3980, 0.4279, 0.3073, -0.1125, 0.4488, 0.4308, 0.3880, 0.2515, 0.4336, 0.4039, 0.3478, -0.2678, 0.6389, -0.6180, -0.4067, -0.6626, -0.1772, -0.1525, -1.1815, 0.4121, 0.3576, 0.3551, 0.3060, 0.3106, 0.7464]
}

---

Sequential maximum force output: 0.599; 4.043 eV Å⁻¹